This record from the Open Molecules 2025 dataset describes a molecular structure, C26H54Cl3N5O4PSiV. The level of theory is ωB97M-V/def2-TZVPD.

Summary:
Spin multiplicity: 4
<S²>: 3.7571
Gap between HOMO and LUMO (spin up / spin down): 4.88 / 5.72 eV
Total charge: -1
Lowest unoccupied orbital energy (spin up / spin down): 1.9137 / 1.9132 eV

Cartesian coordinates (Å):
V (-0.47447, -1.28010, 0.27504)
Cl (-1.57378, -1.67953, -4.60631)
Cl (0.51564, -3.19318, 1.06373)
Cl (-2.48711, -1.45118, 1.31545)
P (0.14059, 3.71812, 3.52903)
Si (0.09033, -1.76375, -3.33245)
O (-0.64946, 2.90693, 2.56028)
O (-0.83979, -2.34619, -1.69872)
O (-1.15861, 0.64384, -0.28403)
O (1.15429, -0.25401, 0.75102)
N (-2.30748, 2.49522, -0.87909)
N (3.33188, -0.70969, 1.35564)
N (0.11805, 5.34152, 3.13244)
N (1.81962, 3.54384, 3.66107)
N (-0.29724, 3.40118, 5.12361)
C (0.63816, -5.41697, -4.56395)
C (-2.79563, -3.77339, -2.37126)
C (-1.37705, -3.75776, -1.77766)
C (1.77932, -2.58980, -2.64571)
C (1.39485, -6.33139, -3.83323)
C (4.21544, -1.72269, 1.95572)
C (-0.34551, -4.66937, -3.87002)
C (-1.64383, 2.85580, 5.34230)
C (3.92409, 0.17974, 0.34816)
C (-0.44973, -4.72545, -2.48558)
C (-1.91089, 1.60118, 0.03716)
C (1.20350, -1.94453, -5.03127)
C (-3.22352, 3.62313, -0.65279)
C (-3.18233, -4.50109, -3.44809)
C (-3.79628, -2.96783, -1.60731)
C (2.24147, 2.35701, 4.39340)
C (0.66962, -0.12921, -2.58987)
C (-4.43440, -4.32089, -4.23925)
C (1.22422, -6.47797, -2.46001)
C (0.24120, 4.14995, 6.25762)
C (0.29533, -5.67208, -1.77783)
C (2.01404, -0.72865, 1.56012)
C (0.88056, 6.32667, 3.89488)
C (2.55089, 3.83238, 2.41608)
C (-1.04173, 5.79561, 2.37049)
C (-1.86484, 2.25249, -2.25396)
H (-2.38297, 3.67450, 5.43890)
H (3.20973, 2.54434, 4.86256)
H (-2.73965, 4.42714, -0.06895)
H (2.14096, 4.74746, 1.97170)
H (1.69074, -1.19377, 2.51628)
H (1.29272, -0.29815, -1.70417)
H (-0.85698, 6.81221, 1.99834)
H (-1.95063, 5.78115, 2.99214)
H (-2.21899, 1.72306, 1.09745)
H (-3.46796, 3.99969, -1.65326)
H (2.46944, 3.02284, 1.67149)
H (2.51597, -1.77299, -2.55922)
H (0.09359, 3.53355, 7.15333)
H (-1.45599, -4.05499, -0.71793)
H (3.64837, -0.12319, -0.67195)
H (-2.58597, -5.36449, -3.78342)
H (-5.31192, -4.74961, -3.73738)
H (-0.78346, 2.40995, -2.32390)
H (-4.34133, -4.83269, -5.21139)
H (-0.28584, 5.10587, 6.39411)
H (2.10127, -6.97427, -4.39725)
H (-0.11733, 0.57531, -2.32548)
H (1.30718, -0.89744, -5.31777)
H (2.21740, -2.36689, -4.94825)
H (-4.22943, -2.19536, -2.25894)
H (1.64817, -2.98654, -1.61491)
H (0.33287, 6.66581, 4.78861)
H (2.28758, 1.46138, 3.76135)
H (1.31869, 0.26432, -3.38757)
H (3.60620, 4.01351, 2.65240)
H (-1.64331, 2.26633, 6.27557)
H (5.24785, -1.42968, 1.78117)
H (1.84474, 5.89154, 4.19692)
H (3.60325, 1.22212, 0.52175)
H (4.07036, -2.71707, 1.51298)
H (5.00124, 0.10163, 0.48601)
H (-2.34966, 2.97604, -2.91069)
H (2.21615, -3.39416, -3.26115)
H (1.76902, -7.25076, -1.90767)
H (-1.04260, -4.06377, -4.45409)
H (-1.19391, 5.11096, 1.51552)
H (0.74115, -2.48922, -5.86966)
H (1.31663, 4.31914, 6.14788)
H (-4.61405, -3.61157, -1.23964)
H (1.49808, 2.17075, 5.17594)
H (4.03726, -1.78028, 3.03225)
H (-1.91651, 2.20069, 4.49533)
H (1.06916, 7.18995, 3.24279)
H (-3.33339, -2.47040, -0.74716)
H (0.72512, -5.31091, -5.66264)
H (-4.66215, -3.27094, -4.45635)
H (-2.11107, 1.22376, -2.56832)
H (-4.14755, 3.29914, -0.13456)
H (0.13237, -5.75295, -0.72397)

Here are the Mulliken charges for atoms 1 to 8, given in e: V 0.298; Cl -0.487; Cl -0.628; Cl -0.754; P 0.208; Si 1.852; O -0.407; O 0.555

This record from the Open Molecules 2025 dataset describes 4 unconnected molecules or ions with the total composition H9NO3. The level of theory is ωB97M-V/def2-TZVPD.

Summary:
Spin multiplicity: 2
<S²>: 0.7555
Gap between HOMO and LUMO (spin up / spin down): 11.44 / 4.78 eV
Total charge: +1
Lowest unoccupied orbital energy (spin up / spin down): -4.2260 / -10.5932 eV

Cartesian coordinates (Å):
O (3.03289, 0.95625, -0.56565)
O (-2.83192, -0.49030, -0.11314)
O (-0.20146, 0.21184, -1.55544)
N (0.99928, -0.20998, 1.63736)
H (2.50224, 0.67527, -1.32062)
H (-0.67647, -0.58168, -1.82876)
H (0.25458, 0.03781, 2.29869)
H (-3.17108, 0.35621, 0.17807)
H (0.66753, -0.19712, 0.65389)
H (-0.94164, 0.75084, -1.26677)
H (1.40683, -1.13412, 1.83642)
H (-3.53378, -1.15342, -0.18028)
H (2.49302, 0.77840, 0.22625)

Here are the natural (NBO) charges for atoms 1 to 8, given in e: O -0.837; O -0.985; O -0.956; N -0.392; H 0.490; H 0.494; H 0.424; H 0.485

This record from the Open Molecules 2025 dataset describes 8 unconnected molecules or ions with the total composition C4H23NO9. The level of theory is ωB97M-V/def2-TZVPD.

Summary:
SMILES: CN(C=O)CCO.O.O.O.O.O.O.O
Gap between HOMO and LUMO: 10.41 eV
Lowest unoccupied orbital energy: 0.1285 eV

Cartesian coordinates (Å):
O (-0.33150, -2.56844, 1.38990)
O (2.50283, -2.49967, -0.06921)
O (0.16882, 1.43674, -4.02700)
O (0.17778, -1.29431, -3.29891)
O (1.39404, -0.20216, -0.59184)
O (-2.60312, 1.49367, 1.95099)
O (1.83895, -1.33058, 3.08462)
O (1.08338, 1.52651, 2.84408)
O (-1.81467, -2.50690, -0.91357)
N (-0.15790, 1.44765, -0.32742)
C (-1.51368, 2.00007, -0.18275)
C (0.23381, 0.20190, -0.53095)
C (0.88789, 2.48223, -0.14872)
C (-2.44986, 1.08944, 0.59631)
H (-1.45387, -2.39403, -0.01367)
H (-3.18311, 2.26022, 1.95310)
H (-3.38896, 0.93845, 0.04936)
H (1.25111, -1.36220, 3.86257)
H (0.44196, -0.53582, -2.76963)
H (0.59698, 3.29729, 0.50552)
H (1.25352, 2.15435, 2.11753)
H (1.95751, -0.39442, 2.93725)
H (1.73841, 1.97551, 0.32727)
H (-0.75496, 1.23846, -3.82891)
H (-1.86085, 2.45643, -1.12044)
H (0.82108, -2.02608, -3.31486)
H (-2.02497, 0.08675, 0.68800)
H (-0.49885, -0.57818, -0.77224)
H (-1.25380, -2.11548, -1.57656)
H (-0.31647, -3.17852, 2.11369)
H (2.76126, -1.86190, 0.60570)
H (1.27448, 2.73454, -1.13869)
H (0.52368, 0.54074, -3.94430)
H (2.03532, -1.93224, -0.70712)
H (0.59655, -2.30182, 1.33411)
H (0.11577, 1.42783, 2.74682)
H (-1.45797, 2.94460, 0.36395)

Here are the natural (NBO) charges for atoms 1 to 8, given in e: O -0.975; O -0.963; O -0.934; O -0.971; O -0.689; O -0.711; O -0.968; O -0.950

This record from the Open Molecules 2025 dataset describes a single CH5N3S molecule. The level of theory is ωB97M-V/def2-TZVPD.

Summary:
SMILES: N/N=C\NS
Gap between HOMO and LUMO: 9.51 eV
Lowest unoccupied orbital energy: 0.7135 eV

Cartesian coordinates (Å):
S (-1.63821, -0.31794, -0.18797)
N (1.57897, -0.94646, 0.14709)
N (-0.39848, 0.58613, 0.63212)
N (1.67955, 0.29397, -0.38731)
C (0.63722, 1.00912, -0.17893)
H (2.48097, -1.42768, 0.15123)
H (-0.84344, 1.39540, 1.07699)
H (-0.87393, -1.42468, -0.23953)
H (1.09071, -0.98376, 1.02676)
H (0.51342, 1.93754, -0.67764)

Here are the natural (NBO) charges for atoms 1 to 8, given in e: S 0.133; N -0.664; N -0.805; N -0.219; C 0.136; H 0.370; H 0.391; H 0.126

This record from the Open Molecules 2025 dataset describes a molecular structure, C39H69NO14. The level of theory is ωB97M-V/def2-TZVPD.

Summary:
Gap between HOMO and LUMO: 6.15 eV
Lowest unoccupied orbital energy: -2.7015 eV

Cartesian coordinates (Å):
O (-26.08561, -24.16507, 45.79007)
O (-26.56656, -25.41545, 41.11497)
O (-28.31429, -22.21133, 41.89189)
O (-19.99752, -22.76545, 44.89621)
O (-22.83305, -27.67665, 43.23891)
O (-26.80996, -23.00710, 39.73303)
O (-23.04126, -21.56798, 43.90795)
O (-27.28213, -20.25796, 39.85158)
O (-21.76974, -23.94290, 40.95566)
O (-22.19686, -23.99684, 48.85803)
O (-22.92813, -20.63890, 41.16460)
O (-21.13402, -29.39603, 40.23857)
O (-26.17342, -19.84231, 42.59254)
O (-25.25403, -24.35573, 38.10413)
N (-24.94307, -21.92862, 41.28538)
C (-21.24584, -25.92591, 41.91945)
C (-25.75937, -24.40637, 36.79946)
C (-21.60412, -25.19287, 40.81228)
C (-27.86125, -19.07832, 37.65125)
C (-25.16595, -26.89250, 39.87413)
C (-21.08159, -27.60640, 41.93397)
C (-25.40132, -24.98671, 43.69823)
C (-24.67704, -23.10123, 42.11134)
C (-28.24897, -20.00761, 38.86524)
C (-23.14154, -22.25823, 47.55083)
C (-28.96003, -23.45032, 43.79383)
C (-23.70950, -26.81074, 45.22104)
C (-23.71507, -26.93417, 43.81284)
C (-23.75196, -21.43189, 40.51949)
C (-22.26541, -23.37465, 47.75363)
C (-26.04566, -22.95836, 36.43910)
C (-25.29654, -24.97530, 45.20805)
C (-20.19723, -21.45082, 44.58054)
C (-23.37011, -21.77731, 39.02519)
C (-24.45622, -25.83671, 45.88658)
C (-21.77707, -25.92806, 39.54168)
C (-22.78983, -22.16992, 45.02018)
C (-26.65847, -26.55575, 40.23370)
C (-23.31304, -21.62124, 46.19403)
C (-21.98881, -23.41356, 45.10633)
C (-29.20085, -23.26443, 42.31467)
C (-21.69471, -24.00176, 46.52358)
C (-29.36825, -19.29201, 39.64349)
C (-21.56549, -27.28635, 39.26079)
C (-25.99939, -19.00376, 43.64182)
C (-24.78509, -17.98326, 43.55552)
C (-25.71954, -19.94304, 44.86416)
C (-24.64376, -24.90938, 35.74619)
C (-20.97830, -21.18127, 43.24268)
C (-24.68170, -26.12282, 43.13224)
C (-27.29613, -27.73285, 41.06332)
C (-21.28574, -28.22530, 40.42846)
C (-18.89502, -20.65414, 44.60775)
C (-30.52043, -22.59969, 41.84921)
H (-24.69870, -17.18426, 44.24204)
H (-27.64742, -22.64511, 41.11786)
H (-21.36415, -20.15323, 43.36416)
H (-21.15905, -25.52173, 42.85367)
H (-18.18028, -21.06548, 44.20099)
H (-24.22034, -25.77025, 36.22506)
H (-24.53018, -26.06594, 39.65417)
H (-24.36323, -25.76756, 47.10024)
H (-27.09351, -28.72338, 40.76570)
H (-27.22909, -18.17380, 37.95295)
H (-26.96725, -20.12588, 42.15947)
H (-25.15293, -22.38682, 36.44312)
H (-18.41394, -20.67885, 45.66694)
H (-21.65592, -24.03236, 44.19008)
H (-21.59008, -22.02501, 43.33294)
H (-27.91625, -23.80089, 43.93361)
H (-25.63536, -22.64779, 40.62951)
H (-21.89757, -25.35398, 38.75565)
H (-23.73325, -18.62189, 43.58511)
H (-30.30239, -21.54124, 42.26663)
H (-25.32673, -19.42679, 45.60913)
H (-27.09666, -19.65999, 37.02969)
H (-25.81052, -24.32185, 42.83712)
H (-20.94737, -28.30899, 42.74815)
H (-29.00279, -22.51999, 44.34567)
H (-28.62419, -20.98968, 38.64081)
H (-25.08329, -24.93728, 34.69308)
H (-30.53714, -22.48470, 40.77437)
H (-24.74967, -27.64546, 40.59875)
H (-23.12891, -21.64754, 48.28701)
H (-27.48161, -23.39053, 39.15452)
H (-24.66373, -17.35307, 42.50089)
H (-25.46994, -21.17080, 41.77530)
H (-21.65642, -27.78398, 38.17933)
H (-23.84027, -20.69850, 46.12724)
H (-28.77996, -18.74625, 36.96985)
H (-31.47079, -23.19192, 42.17323)
H (-20.29083, -21.38432, 42.37995)
H (-26.69956, -22.64390, 37.21962)
H (-26.18030, -24.04255, 38.59414)
H (-27.34512, -26.32844, 39.41594)
H (-26.82371, -18.25639, 43.72973)
H (-24.24952, -21.27983, 38.48522)
H (-20.94320, -20.96390, 45.31681)
H (-26.77294, -27.63580, 41.96327)
H (-29.75645, -19.94187, 40.56113)
H (-29.65863, -24.17116, 44.14518)
H (-24.63258, -26.09665, 42.10176)
H (-24.97648, -20.73901, 44.61602)
H (-26.64547, -24.62885, 40.46734)
H (-25.37985, -23.18354, 42.68144)
H (-24.37531, -23.96842, 41.51216)
H (-23.95067, -22.84889, 42.90506)
H (-25.26596, -27.50102, 38.97241)
H (-23.02715, -27.62547, 46.03533)
H (-20.87690, -24.84707, 46.30673)
H (-23.89694, -24.27969, 36.02119)
H (-22.51389, -21.17059, 38.76216)
H (-28.37469, -27.50374, 41.12801)
H (-19.74254, -22.78082, 45.84668)
H (-27.15236, -21.31024, 39.83245)
H (-26.66847, -25.06518, 36.65184)
H (-26.62155, -20.43556, 45.14085)
H (-23.23370, -22.93093, 38.93142)
H (-26.49230, -23.04638, 35.42426)
H (-30.25590, -18.94194, 39.29227)
H (-29.08685, -23.98205, 41.69742)
H (-18.81734, -19.70782, 44.50823)
H (-28.95603, -18.33496, 40.08428)

Here are the Mulliken charges for atoms 1 to 8, given in e: O -0.638; O 0.143; O -0.003; O -0.566; O -0.628; O -1.720; O -0.359; O -0.107

ΔE to the lowest compared entry with this formula, charge and spin, record by record: 57.2, 14.8, 317.2, 150.7, 588.0 kJ/mol
Strongest force on any atom, record by record: 4.723, 2.881, 2.881, 1.756, 10.554 eV/A